Formula: C13H14N4O2
Source: the OMol25 dataset
Level of theory: ωB97M-V/def2-TZVPD

```
33
C13H14N4O2 | the OMol25 dataset | ωB97M-V/def2-TZVPD
O 3.075 0.372 0.212
O 2.501 -2.402 -0.387
N -0.353 -0.515 -0.061
C 1.841 0.458 -0.024
C 1.386 -1.930 -0.055
C -0.794 -1.714 0.220
C 1.812 3.851 -1.358
C 2.090 2.583 -1.114
C 0.724 4.432 -0.719
C 0.372 2.355 0.547
C 1.379 1.764 -0.206
C 0.050 3.691 0.267
N 1.014 -0.629 -0.020
N -2.115 -2.214 0.164
N 0.225 -2.614 0.227
C -1.000 4.481 1.106
C -2.379 -3.634 0.086
C 0.047 -4.097 0.389
C -1.169 -4.386 -0.519
H 2.377 4.493 -2.029
H 3.147 2.226 -1.380
H 0.234 5.500 -0.869
H 0.099 1.922 1.518
H -2.904 -1.618 0.043
H -0.845 5.606 1.134
H -2.038 4.428 0.792
H -1.025 4.096 2.058
H -3.296 -4.063 -0.464
H -2.684 -3.933 1.014
H 0.827 -4.773 0.016
H -0.165 -4.234 1.528
H -1.455 -5.383 -0.525
H -0.977 -4.119 -1.590
```

Calculated values
Structure (SMILES): Cc1cccc(C(=O)n2nc3n(c2=O)CCCN3)c1
ΔE to the lowest compared entry with this formula, charge and spin, eV: 2.377
M, Da: 258.28
Gap between HOMO and LUMO, eV: 8.9886
E_LUMO, Eh: 0.019

Atom charges from the Mulliken analysis, given in e for atoms 1 to 8: -0.5773, -0.6702, -1.0278, 0.2639, 0.4632, 0.2295, -0.5729, -0.6632